i:
Entry from the OMol25 dataset: an isolated molecule of C21H22N4O4S (the ωB97M-V functional and the def2-TZVPD basis).

Structure (ORCA input):
```
! wB97M-V def2-TZVPD RIJCOSX def2/J DEFGRID3
* xyz 0 1
O 6.81816 0.21776 0.06009
H -4.18313 -3.82971 1.76069
C -4.99088 2.22822 0.17449
H -1.57254 2.42036 -2.52926
C -4.83525 -1.14448 1.91171
H 5.09101 -3.37787 -1.69046
N 4.28383 0.99811 0.83470
C -5.55389 -2.30576 1.28681
H -3.48133 -2.08493 0.23008
C 1.58898 1.28160 0.66518
O 3.13680 2.49061 2.43447
C 4.89606 -2.45735 -1.16113
C -3.76158 -0.23642 -0.18361
C -4.60291 -0.03257 0.91502
O 2.78301 0.07220 2.69706
H 5.11328 1.50285 1.10575
H 0.29244 3.37385 -1.62898
C -0.28670 0.26391 -0.40657
C -0.46064 1.40744 -1.19935
H -5.86583 1.36146 1.91989
H 8.80353 0.51215 -0.03739
H -5.66666 -4.35249 0.82967
O -3.14966 -1.43457 -0.40286
C 4.47760 -0.17650 0.16982
C -2.56539 0.60744 -2.24568
H -2.22200 -0.42732 -2.27108
C -3.52139 0.79913 -1.08963
H 2.11601 3.24861 0.05194
H 8.31867 -1.20760 0.09377
C 5.78147 -0.58571 -0.24133
C 1.43974 2.42287 -0.10086
C 0.73483 0.20613 0.51662
C -4.14419 2.02318 -0.89764
C 8.09030 -0.24207 -0.36190
H -0.95209 -0.57528 -0.51441
H -6.49386 -2.05694 0.81183
N 3.43015 -0.92000 -0.11488
H -3.07758 0.82118 -3.18801
N 5.97320 -1.70741 -0.89034
C 3.63798 -2.06005 -0.78091
C 0.42118 2.48651 -1.02543
H -5.47447 3.18294 0.31190
H -3.96536 2.82169 -1.60319
S 2.91035 1.20781 1.83473
H -3.88347 -1.47461 2.34108
H -5.44758 -0.75324 2.72795
C -5.21213 1.20187 1.07472
H 2.75297 -2.64059 -0.99441
C -5.11129 -3.55084 1.28507
H 0.89297 -0.66236 1.13364
N -1.41883 1.48967 -2.17147
H 8.11613 -0.35291 -1.44789
*
```

Values from the calculation:
- SMILES string = C=CCc1cccc(CNc2ccc(S(=O)(=O)Nc3nccnc3OC)cc2)c1O
- Kohn-Sham gap (eV) = 8.704

Here are the Löwdin charges for atoms 1 to 4, given in e: -0.060 0.067 -0.082 0.128


ii:
Entry from the OMol25 dataset: an isolated molecule of C21H22N4O4S (the ωB97M-V functional and the def2-TZVPD basis).

Structure (ORCA input):
```
! wB97M-V def2-TZVPD RIJCOSX def2/J DEFGRID3
* xyz 0 1
C -2.00093 -2.04720 0.62253
C 1.62171 3.54771 -2.87575
H -0.22985 -4.07036 -2.42797
H 1.12236 4.29319 1.72770
C 4.19035 -1.49764 -0.15283
N -2.08802 1.07711 1.05257
H 0.17574 -2.61213 2.60373
H 0.71686 -0.60592 -1.56871
C -0.81193 2.03467 -0.70661
O -2.03261 1.18113 3.33891
O 1.79220 4.63268 -0.73094
C 1.73452 4.87048 -2.11865
C -1.09553 1.97831 0.65414
C 0.68837 -3.24499 1.88383
C -0.86651 -2.49398 -1.14360
H 1.41769 -2.64454 1.34484
C 0.16046 2.89729 -1.18817
H 0.20911 -4.52605 0.20984
H -2.46103 0.50996 0.28774
H 1.21231 -4.02906 2.42239
C -0.30953 -3.87730 0.91820
H -1.33296 1.40196 -1.40876
O 0.42064 2.89245 -2.53582
H 0.11584 -2.41841 -2.99769
C 2.49669 0.11570 -0.64963
C -3.44465 -0.45166 2.29884
C 3.38457 -2.49805 -0.65562
S -2.56932 -2.05355 2.26241
H 3.70679 -3.52760 -0.66426
H -0.59368 2.72964 2.59645
C 0.84706 3.73173 -0.29986
H 1.59212 3.70898 -3.95432
O 1.39575 -3.27578 -1.59707
H 5.16625 -1.74473 0.23729
C 0.57087 3.65259 1.05878
C 1.68140 -0.87695 -1.17086
H 2.65080 5.40102 -2.38147
N -1.02176 -2.87757 0.16106
C -2.43856 0.70155 2.30347
H -1.04664 -4.46483 1.47466
C 2.12061 -2.19458 -1.16258
H 2.13450 1.13245 -0.63469
H 2.48144 2.91113 -2.62252
H -4.12337 -0.42350 1.44886
C 0.10261 -3.07296 -2.11727
H -3.99219 -0.45988 3.24030
N -1.69525 -1.53104 -1.43093
H 4.36860 0.59737 0.26626
N -2.41423 -1.25271 -0.33371
C -0.38733 2.78398 1.54142
H 0.86342 5.49681 -2.35673
C 3.74558 -0.18448 -0.13986
*
```

Values from the calculation:
- SMILES string = CCn1c(COc2ccccc2)nnc1SCC(=O)Nc1ccc2c(c1)OCCO2
- Kohn-Sham gap (eV) = 8.386

Here are the Löwdin charges for atoms 1 to 4, given in e: -0.602 -0.151 0.140 0.122


Which of them is least stable? Easy: i.


i:
Entry from the OMol25 dataset: the ion C5H14PS with charge +1 (the ωB97M-V functional and the def2-TZVPD basis).

Structure (ORCA input):
```
! wB97M-V def2-TZVPD RIJCOSX def2/J DEFGRID3
* xyz 1 1
S 1.17371 -1.14495 1.39376
H -2.32764 -0.90519 0.51603
H -0.81527 1.04127 2.33104
H -1.57604 -0.95487 -1.15559
H 2.09708 1.62242 -0.14051
H 2.57818 1.46369 -1.88456
C 0.67419 0.48786 -1.32011
H 1.22628 -0.39426 -1.47610
H 1.33864 2.71547 -1.33803
H 0.07760 0.75511 -2.27138
P -0.13536 0.12438 0.25402
H -1.69688 -3.16082 -0.53840
H 1.78509 -0.02554 1.86614
H -1.18455 -2.81511 1.14428
C 1.67989 1.62918 -1.16163
H 0.06293 2.26997 1.49369
H -1.61314 2.03849 1.10350
H -0.02988 -2.67556 -0.24284
C -1.10679 -2.50151 0.17314
C -1.45729 -1.04951 -0.09291
C -0.75075 1.47947 1.34643
*
```

Values from the calculation:
- Kohn-Sham gap (eV) = 10.850

Here are the Löwdin charges for atoms 1 to 4, given in e: 0.625 0.098 0.051 0.085


ii:
Entry from the OMol25 dataset: the ion C5H14PS with charge +1 (the ωB97M-V functional and the def2-TZVPD basis).

Structure (ORCA input):
```
! wB97M-V def2-TZVPD RIJCOSX def2/J DEFGRID3
* xyz 1 1
C -1.42720 -0.63373 1.61466
H -2.44711 -0.46792 1.33794
H 0.18797 -1.73051 -1.59174
H -1.35641 -2.13022 -0.88400
H -1.15993 -0.13666 2.61909
H 3.25901 0.63737 -0.23882
C 2.24535 0.95579 -0.32506
H -2.10867 0.37469 -1.07812
P -0.33356 0.28520 0.54406
C -0.93380 -1.39861 -1.53188
H 1.99237 1.90499 -0.09989
H 1.57257 -1.08484 0.28362
C -1.05676 0.08833 -1.13188
H -0.51525 0.67199 -1.84536
H -1.16271 -1.72589 1.61151
H 0.32414 2.74685 1.43720
H -1.39928 -1.72434 -2.46885
C 1.46252 0.02876 0.58153
H 1.78895 0.15426 1.53630
H 2.00101 0.63289 -1.39801
S -0.93321 2.55161 1.02768
*
```

Values from the calculation:
- Kohn-Sham gap (eV) = 9.711

Here are the Löwdin charges for atoms 1 to 4, given in e: -0.227 0.059 0.109 0.048


Which of them is least stable? Easy: ii.


i:
Entry from the OMol25 dataset: a cluster of 2 separate species, C11H14N2O in total (the ωB97M-V functional and the def2-TZVPD basis).

Structure (ORCA input):
```
! wB97M-V def2-TZVPD RIJCOSX def2/J DEFGRID3
* xyz 0 1
C -0.93892 0.50428 -0.19365
C -0.95963 1.06444 1.15624
H 0.11558 -2.00778 -2.93372
C -1.08717 2.51869 0.93674
C -0.86425 0.33875 2.30383
H -0.89333 -1.17469 -1.32146
C 2.02101 -1.69143 -2.19961
H 4.16832 -2.57899 -1.75203
H -0.32005 3.11797 2.70865
H 3.33248 -1.61406 -0.51158
N -1.10646 1.51373 -1.16146
H -2.14734 3.45696 2.48765
C -1.07099 2.73289 -0.42564
H 0.66073 -3.24755 -2.13728
H -1.08579 -2.78888 0.72636
N 0.96119 -2.44960 -2.64289
H 2.78761 -3.34131 -0.91649
H -1.08800 -1.57367 3.04279
H -0.85062 0.59216 3.33817
O 2.13052 -0.56326 -2.56516
H -0.83869 3.74458 -0.85801
C -0.98692 -1.64213 0.85675
C -1.15068 3.44666 1.96137
C -0.84421 -1.02146 2.07686
H -0.75831 4.53048 1.77362
C 3.13580 -2.38176 -1.37177
C -1.07316 -0.87050 -0.27770
H -1.24872 1.38551 -2.10058
*
```

Values from the calculation:
- SMILES string = Cc1c[nH]c2ccccc12.CC(N)=O
- Kohn-Sham gap (eV) = 8.643

Here are the Löwdin charges for atoms 1 to 4, given in e: -0.176 -0.116 0.078 -0.319


ii:
Entry from the OMol25 dataset: a cluster of 2 separate species, C11H14N2O in total (the ωB97M-V functional and the def2-TZVPD basis).

Structure (ORCA input):
```
! wB97M-V def2-TZVPD RIJCOSX def2/J DEFGRID3
* xyz 0 1
H 0.44883 2.66417 0.12072
H -0.77316 0.58427 -0.45711
C -0.47100 -1.88201 -2.14624
N -1.71083 -1.37190 -1.76961
H 1.75932 0.76178 3.71482
H 1.01159 -2.24011 -0.78205
C -0.47605 -0.30238 1.42901
C 0.28508 -0.26370 2.59985
H -1.19880 0.00444 -4.56414
C 0.52060 1.81643 0.79364
H 2.70601 3.43640 2.29652
H 0.77218 -1.56936 -3.89711
C 1.11164 0.80946 2.84452
H 1.46141 3.33195 3.61733
C 1.66218 3.25282 2.54858
H 0.07368 -1.01466 3.34793
H -1.94355 -1.28296 0.46428
H -0.45286 -3.19224 -0.45614
C -2.10152 -0.56883 -2.72568
C 0.20614 -2.84160 -1.23583
C -0.15593 -1.38037 -3.38975
N -1.19256 -0.55487 -3.72216
H 0.75401 -3.63305 -1.74308
O -1.33474 -1.30879 1.20638
H -2.95920 0.07892 -2.72802
H 1.03298 4.05826 2.16486
C -0.23022 0.68273 0.47394
C 1.19475 1.92521 1.99455
*
```

Values from the calculation:
- SMILES string = Cc1ccc(O)cc1.Cc1c[nH]cn1
- Kohn-Sham gap (eV) = 8.593

Here are the Löwdin charges for atoms 1 to 4, given in e: 0.109 0.090 -0.335 0.070


Which of them is least stable? Easy: i.


i:
Entry from the OMol25 dataset: a cluster of 2 separate species, C6H11ClSi in total (the ωB97M-V functional and the def2-TZVPD basis).

Structure (ORCA input):
```
! wB97M-V def2-TZVPD RIJCOSX def2/J DEFGRID3
* xyz 0 1
H 1.74025 1.31715 -1.29493
H -2.55126 1.23057 -0.52307
H -2.28816 -1.78406 -0.55369
H -1.63077 1.68165 0.81786
C -1.28940 -1.54469 -1.17512
Si -0.37623 -0.00142 -0.49527
H -0.19814 -1.44814 1.71064
H -1.36059 2.54457 -0.76698
H 2.14294 0.51513 1.27495
H -1.52819 -1.48951 -2.20186
H 0.51554 1.01834 -2.54856
C 0.27289 -0.56959 1.13938
H 1.59535 -0.17842 -2.13167
H -0.72386 -2.39484 -1.01304
Cl 2.05115 -0.88564 4.54326
C 1.38701 -0.16336 1.78750
C 1.04369 0.59880 -1.68962
C 2.76528 0.01273 3.38473
C -1.56749 1.54075 -0.26453
*
```

Values from the calculation:
- Kohn-Sham gap (alpha / beta) (eV) = 7.316 / 7.316

Here are the Löwdin charges for atoms 1 to 4, given in e: 0.016 -0.011 0.088 0.009


ii:
Entry from the OMol25 dataset: a cluster of 2 separate species, C6H11ClSi in total (the ωB97M-V functional and the def2-TZVPD basis).

Structure (ORCA input):
```
! wB97M-V def2-TZVPD RIJCOSX def2/J DEFGRID3
* xyz 0 1
C 1.15346 -2.69106 -1.11485
H -0.95598 2.24949 1.60691
Si -0.73465 -0.86816 0.02822
Cl -1.95578 -1.67593 -1.33038
H 1.75070 -1.52822 0.63954
H 0.58864 -2.90145 0.83622
H 1.52993 -2.03084 -1.96873
H 0.31747 -3.28624 -1.59460
C -0.25564 2.97291 -0.00785
C -0.18505 2.22532 -1.06454
H 2.00981 -3.28510 -0.91117
C 0.81131 -2.08576 0.21141
H 0.68224 1.53345 -1.13344
H -1.15951 1.34643 3.13199
H -1.11512 3.57986 0.09353
H -0.88890 2.25954 -1.87715
H 0.52305 2.95105 0.80854
C -1.05587 -0.00004 1.57040
C -1.06010 1.23474 2.07594
*
```

Values from the calculation:
- SMILES string = C=C=[Si](Cl)CC.C=C
- Kohn-Sham gap (alpha / beta) (eV) = 8.021 / 8.020

Here are the Löwdin charges for atoms 1 to 4, given in e: -0.258 0.008 0.301 0.350


Which of them is least stable? Easy: i.


i:
Entry from the OMol25 dataset: a cluster of 2 separate species, C3H4FN in total (the ωB97M-V functional and the def2-TZVPD basis).

Structure (ORCA input):
```
! wB97M-V def2-TZVPD RIJCOSX def2/J DEFGRID3
* xyz 0 1
H -0.65132 1.58104 -0.33369
C 2.21072 0.54215 0.30467
H -0.95792 -2.09474 0.93551
F 3.47522 0.40728 0.10311
H -2.41464 1.16851 -0.64307
C -0.77054 -1.56699 0.05331
N -1.11671 -0.41266 -0.13114
H 1.58471 -0.46302 0.11198
C -1.35951 0.83842 -0.40066
*
```

Values from the calculation:
- Kohn-Sham gap (eV) = 7.810

Here are the Löwdin charges for atoms 1 to 4, given in e: 0.019 0.042 0.020 -0.025


ii:
Entry from the OMol25 dataset: an isolated molecule of C3H4FN (the ωB97M-V functional and the def2-TZVPD basis).

Structure (ORCA input):
```
! wB97M-V def2-TZVPD RIJCOSX def2/J DEFGRID3
* xyz 0 1
C -0.31841 -0.62290 -1.19765
H -0.75964 1.18410 1.27230
H 0.78348 0.98127 0.24516
H -0.55131 -0.73736 -2.29282
N -1.05119 0.24344 -0.47937
C -0.25424 0.78072 0.34525
C 0.50258 -1.21848 -0.27532
F 1.51842 -2.07743 -0.50357
H 0.47339 -1.25213 0.83724
*
```

Values from the calculation:
- SMILES string = C=N/C=C/F
- Kohn-Sham gap (eV) = 10.176

Here are the Löwdin charges for atoms 1 to 4, given in e: -0.147 0.100 0.074 0.138


iii:
Entry from the OMol25 dataset: a cluster of 2 separate species, C3H4FN in total (the ωB97M-V functional and the def2-TZVPD basis).

Structure (ORCA input):
```
! wB97M-V def2-TZVPD RIJCOSX def2/J DEFGRID3
* xyz 0 1
F -2.13193 0.01016 -1.27912
H 0.49138 0.70360 0.48507
H 0.33231 -0.17926 -1.01899
C -1.44880 0.35265 -0.07947
N 3.66061 -0.80854 0.47874
C -0.07046 0.51343 -0.31850
H -1.79279 1.27670 0.47053
C 2.66939 -1.19611 0.87668
H -1.70971 -0.67264 0.38505
*
```

Values from the calculation:
- Kohn-Sham gap (alpha / beta) (eV) = 11.816 / 4.737

Here are the Löwdin charges for atoms 1 to 4, given in e: -0.099 0.000 0.061 -0.277


Which of them is least stable? Easy: i.


i:
Entry from the OMol25 dataset: an isolated molecule of C9H15NO3 (the ωB97M-V functional and the def2-TZVPD basis).

Structure (ORCA input):
```
! wB97M-V def2-TZVPD RIJCOSX def2/J DEFGRID3
* xyz 0 1
H 0.42028 -2.54731 -0.25672
C -1.14131 -0.34117 1.98497
H -1.40443 0.88931 -1.32605
C 0.65043 1.60133 -1.74199
H -1.58852 -1.14787 0.05523
H 1.03691 -2.05388 1.33630
C 1.85591 1.37622 -0.79870
H -1.87034 -1.00562 2.44252
O 0.04489 3.49814 -0.48483
H 0.99464 1.53341 -2.78737
O 1.92691 0.23645 1.31218
H -0.28198 -0.20082 2.63516
H 2.29147 2.29078 -0.45586
H -1.58910 -3.60509 0.89259
H 0.03462 -4.25911 1.43046
C -0.62578 -3.40184 1.43565
O -0.36555 3.61967 -2.71875
C -0.36807 0.50117 -1.40905
H -0.36154 -0.29656 -2.16004
C -0.69706 -0.93786 0.66388
C 0.11406 -2.23439 0.76286
H 2.65077 0.82830 -1.27285
C 1.27610 0.54460 0.31264
C 0.01922 2.98194 -1.57720
H -0.94081 -3.14090 2.45951
H -1.63318 0.67737 1.84922
N 0.07793 0.05360 -0.10115
H -0.52649 4.54015 -2.48262
*
```

Values from the calculation:
- SMILES string = CC[C@@H](C)N1C[C@@H](C(=O)O)CC1=O
- Kohn-Sham gap (eV) = 9.805

Here are the Löwdin charges for atoms 1 to 4, given in e: 0.120 -0.042 0.141 -0.180


ii:
Entry from the OMol25 dataset: an isolated molecule of C9H15NO3 (the ωB97M-V functional and the def2-TZVPD basis).

Structure (ORCA input):
```
! wB97M-V def2-TZVPD RIJCOSX def2/J DEFGRID3
* xyz 0 1
H 2.68616 2.48858 -1.22645
H -0.81643 -0.91934 -2.08384
O 1.05869 -0.25243 -0.23483
H 2.64794 2.27883 1.29425
H -4.24590 0.69368 0.22448
C 2.23766 1.50822 -1.35951
C -0.48282 -1.19035 1.36564
N -2.25785 1.18585 -0.03559
H -1.40700 -1.75698 1.43481
O 0.16129 3.13977 0.21374
H 3.28077 0.64294 1.01281
H -3.43542 -0.23266 -1.05144
H -3.12074 -0.61962 0.65968
H 0.01096 -2.22286 -1.23328
C 0.27389 1.97335 0.05617
H 1.55559 1.53390 -2.20553
C 1.48525 1.09190 -0.08713
C -0.33763 -0.50555 -0.01152
C -0.75656 -1.45795 -1.14161
H 3.01382 0.77406 -1.56753
H 0.35311 -1.87155 1.49600
C -3.32694 0.17797 -0.04934
H 1.85980 0.87782 2.03593
C 2.38027 1.23529 1.15098
C -1.01896 0.82030 -0.04043
O -2.64471 2.37354 -0.04359
H -0.46062 -0.45142 2.16315
H -1.70791 -1.93871 -0.93662
*
```

Values from the calculation:
- SMILES string = C/[N+]([O-])=C1/C(=O)C(C)(C)OC1(C)C
- Kohn-Sham gap (eV) = 8.965

Here are the Löwdin charges for atoms 1 to 4, given in e: 0.093 0.093 -0.049 0.092


Which of them is least stable? Easy: ii.